The ion C5H11IN3 with charge +1, computed with the ωB97M-V functional and the def2-TZVPD basis.

Cartesian coordinates (Å):
1 I 1.225774 2.881453 0.632559
2 N -1.402386 0.410760 1.434631
3 N 0.452778 -0.037741 2.656520
4 N -1.779326 0.913997 0.184641
5 C 0.623106 0.771702 0.323103
6 C 1.858514 -0.205193 0.083055
7 C -0.124348 0.332357 1.534968
8 C -0.814658 -0.600233 -1.456549
9 C -0.649728 0.751542 -0.756228
10 H -1.003484 -1.344247 -0.661308
11 H -1.696966 -0.639523 -2.139953
12 H 2.441217 0.041569 -0.752834
13 H 1.446782 -0.336287 2.454571
14 H 2.573362 0.045099 0.909939
15 H 0.074790 -0.768356 -2.036042
16 H -2.034359 1.934747 0.256060
17 H -2.542908 0.201449 -0.166288
18 H 1.805963 -1.327628 0.158958
19 H -0.124938 -0.034988 3.504677
20 H -0.521529 1.637931 -1.447125

Atomic forces in eV per Å
-0.183 -1.072 -0.178
-1.002 -0.389 1.759
1.786 -0.420 -0.503
-1.243 -0.545 -1.371
-0.363 -1.457 -1.723
0.157 0.543 2.196
-0.904 1.060 -0.636
-0.848 0.551 0.424
2.821 0.521 -0.315
0.495 -0.069 -0.513
0.647 0.329 0.407
0.434 0.411 -1.501
-1.706 0.440 1.761
-0.458 -0.068 -0.483
0.282 -0.564 -0.148
-0.444 -1.296 -0.085
1.030 2.529 0.826
-1.023 1.127 -0.264
1.017 -0.527 -0.386
-0.496 -1.106 0.734

Computed properties:
Charge: +1
ΔE to the lowest compared entry with this formula, charge and spin, kJ/mol: 196.48
HOMO level, eV: -13.58
LUMO level, eV: -3.89
SMILES: C[C@H]1[NH2+]N=C(N)[C@]1(C)I